This record from the OMol25 dataset describes a structure of composition H20O10 in a non-equilibrium geometry. The level of theory is wB97M-V/def2-TZVPD.

Its HOMO energy is -8.72 eV. Its relative energy (zero: lowest compared OMol25 entry of this formula, charge and spin) is 1111.9 kJ/mol. The value obtained for the LUMO energy is -1.4399 eV. The calculation puts the calculated total energy at -764.05842 a.u. The gap between HOMO and LUMO is 0.267 Eh. Its total charge is 0.

Element x y z (Å)
O (-1.67038, -1.19911, 2.30088)
O (-1.61760, 1.61472, -1.96178)
O (0.23609, -2.38135, -1.09809)
O (0.04282, -0.29326, -0.53125)
O (-1.90146, -1.57010, 0.09059)
O (0.26185, 0.36095, 1.69989)
O (2.57336, 0.47401, -0.74338)
O (0.69190, 1.49818, -1.71997)
O (1.94865, -1.86916, 0.11208)
O (-1.70417, 1.48658, 1.91298)
H (-2.40385, -0.79911, -0.17289)
H (2.12871, -1.03296, -0.31754)
H (0.78467, -0.35727, 2.05633)
H (2.41247, 0.46508, -1.68692)
H (0.90363, 1.03058, 1.46335)
H (0.41317, 2.01704, -2.47450)
H (-0.85033, 1.06186, 1.83067)
H (-0.30850, -2.32605, -1.88332)
H (-0.67424, 1.45302, -1.94951)
H (0.34286, -1.47303, -0.81563)
H (2.68027, 1.40026, -0.52691)
H (-0.13613, -0.04224, 0.37494)
H (-0.83296, -0.81120, 2.04695)
H (0.37437, 0.50593, -0.94065)
H (-1.83771, 1.82021, -1.05318)
H (-1.00739, -1.38328, -0.19571)
H (-1.72429, -1.05634, 3.24584)
H (1.41679, 1.99554, -1.34128)
H (-2.25599, 1.04290, 1.26887)
H (1.71329, -1.63231, 1.00915)